The following is a DFT calculation (ωB97M-V with the def2-TZVPD basis set) of 2 unconnected molecules or ions with the total composition C4H14N2S.

The spin multiplicity is 2. As for the total charge: -1. The LUMO energy (alpha / beta) is 3.64 / 3.59 eV. The expectation value of S² is 0.75. As for the frontier orbital gap (alpha / beta): 2.5897 / 8.3153 eV. The energy is -668.4277 Ha.

XYZ file:
```
21
Properties=species:S:1:pos:R:3:lowdin_spin:R:1
C -1.36256 -3.17697 -0.19767 0.06
C -0.21711 -2.77695 0.71830 0.03
S -0.58411 -1.31958 1.75991 0.08
H -1.53323 -2.41773 -0.96299 0.03
H -2.29062 -3.25400 0.37700 0.00
H -1.16784 -4.13378 -0.69018 0.01
H 0.67815 -2.54280 0.13750 0.01
H 0.05821 -3.60347 1.37619 0.00
C 0.64143 2.62509 0.01842 0.14
N 2.02656 3.09533 0.00637 0.01
C 0.57860 1.24074 -0.59298 0.14
N -0.77105 0.65722 -0.50836 0.08
H 0.02202 3.30066 -0.56826 0.07
H 0.20003 2.57991 1.02147 0.02
H 2.09025 4.06215 0.29410 0.01
H 2.59799 2.55675 0.64497 0.00
H 1.26144 0.58861 -0.04120 0.00
H 0.91062 1.28976 -1.63508 0.06
H -1.00291 0.20577 -1.40835 0.13
H -0.66578 -0.35838 0.60471 0.01
H -1.47008 1.38167 -0.35388 0.11
```

The following is a DFT calculation (ωB97M-V with the def2-TZVPD basis set) of 2 unconnected molecules or ions with the total composition C4H14N3.

The spin multiplicity is 2. As for the total charge: 0. The LUMO energy (alpha / beta) is 1.04 / 0.90 eV. The expectation value of S² is 0.75. As for the frontier orbital gap (alpha / beta): 4.8781 / 9.7138 eV. The energy is -324.9582 Ha.

XYZ file:
```
21
Properties=species:S:1:pos:R:3:lowdin_spin:R:1
C 1.32357 3.08697 -1.04194 0.00
C -0.17650 2.88623 -1.19933 0.00
H 1.89084 2.22993 -0.66899 0.00
H 1.74378 3.09246 -2.04157 0.00
H 1.68218 3.87827 -0.39199 0.00
H -0.66316 3.87940 -1.14843 0.00
H -0.62654 2.31641 -0.41876 0.00
H -0.35252 2.43951 -2.18269 0.00
C 0.35061 -2.88346 -0.58200 0.03
C -0.46803 -0.91278 0.79040 0.47
N -0.66841 -1.88686 -0.21453 0.13
N 0.77902 -0.27218 0.72589 0.13
N -1.39477 -0.50519 1.71232 0.14
H -1.60966 -2.25651 -0.19449 0.01
H 1.47131 -0.50495 0.04121 0.01
H 0.79447 0.63465 1.16725 0.01
H -2.05646 -1.17187 2.06753 0.02
H -1.38847 0.37454 2.19908 0.02
H 0.84048 -3.35344 0.27076 0.01
H 1.16504 -2.33303 -1.10026 0.00
H -0.10130 -3.48132 -1.40322 0.00
```

The following is a DFT calculation (ωB97M-V with the def2-TZVPD basis set) of 2 unconnected molecules or ions with the total composition C4H14N3.

The spin multiplicity is 2. As for the total charge: 0. The LUMO energy (alpha / beta) is 1.00 / 0.92 eV. The expectation value of S² is 0.75. As for the frontier orbital gap (alpha / beta): 4.6029 / 9.4188 eV. The energy is -324.8962 Ha.

XYZ file:
```
21
Properties=species:S:1:pos:R:3:lowdin_spin:R:1
C -0.24073 -1.96468 -0.66067 0.02
C -1.35996 -0.22312 0.59701 0.43
N -1.26885 -0.99038 -0.50090 0.15
N -0.34558 -0.15305 1.47486 0.13
N -2.36352 0.70743 0.67326 0.13
H -2.10196 -1.08711 -1.07837 0.02
H 0.66962 -0.24099 1.38742 0.01
H -0.81044 -0.09827 2.43305 0.03
H -3.27135 0.66960 0.30505 0.01
H -2.11695 1.54723 1.33525 0.03
H -0.18395 -2.41030 -1.69204 0.00
H 0.17808 -2.50413 0.20616 0.01
H 0.77024 -1.23693 -0.88376 0.01
C 2.65460 0.87907 -1.38747 0.00
C 2.25276 1.53226 -0.11814 0.01
H 3.60219 1.31410 -1.64374 0.00
H 2.87243 -0.25159 -1.16345 0.00
H 1.80810 1.05309 -2.03005 0.00
H 1.50141 0.86793 0.46170 0.00
H 1.81314 2.44807 -0.15024 0.00
H 3.27504 1.64010 0.39803 0.00
```

The following is a DFT calculation (ωB97M-V with the def2-TZVPD basis set) of 2 unconnected molecules or ions with the total composition C4H14N3.

The spin multiplicity is 1. As for the total charge: +1. The LUMO energy is -2.97 eV. As for the frontier orbital gap: 12.1501 eV. The energy is -324.8362 Ha.

XYZ file:
```
21
Properties=species:S:1:pos:R:3:nbo_charge:R:1
C -0.15561 -2.98936 0.69285 -0.47
C 0.88288 -0.98500 -0.24797 0.69
N -0.21038 -1.61117 0.18824 -0.56
N 2.09475 -1.52983 -0.13687 -0.74
N 0.72714 0.18465 -0.89427 -0.77
H -0.91490 -1.06311 0.66572 0.43
H 1.94378 -2.51391 0.03095 0.41
H 2.92659 -1.24387 -0.62718 0.44
H -0.21757 0.51879 -1.06121 0.42
H 1.27381 1.02858 -0.74193 0.43
H -1.17154 -3.30970 0.91900 0.25
H 0.34025 -3.18002 1.64923 0.22
H 0.31200 -3.70845 0.00996 0.22
C -0.68365 2.37511 0.66462 -0.61
C -1.18689 2.71031 -0.73849 -0.65
H 0.37063 2.50151 0.83331 0.20
H -1.18085 2.99332 1.39388 0.24
H -0.94045 1.32659 0.90095 0.17
H -2.27765 2.56967 -0.81684 0.23
H -0.87784 2.17993 -1.65168 0.19
H -1.05447 3.74594 -1.03229 0.24
```

The following is a DFT calculation (ωB97M-V with the def2-TZVPD basis set) of 2 unconnected molecules or ions with the total composition C4H14N3.

The spin multiplicity is 1. As for the total charge: +1. The LUMO energy is -3.82 eV. As for the frontier orbital gap: 10.8468 eV. The energy is -324.8287 Ha.

XYZ file:
```
21
Properties=species:S:1:pos:R:3:nbo_charge:R:1
C 0.26018 -1.76255 -1.50753 -0.45
C 1.02960 0.52930 -1.34345 0.69
N 0.48679 -0.43678 -2.09720 -0.51
N 1.72687 0.19020 -0.26462 -0.75
N 1.09386 1.81145 -1.80687 -0.83
H -0.32699 -0.09476 -2.60315 0.42
H 2.32563 -0.61591 -0.20115 0.43
H 2.14191 0.91866 0.30362 0.43
H 2.02317 2.18993 -1.87653 0.43
H 0.26969 2.37883 -1.89653 0.43
H -0.07906 -1.72906 -0.48154 0.23
H 1.20782 -2.30251 -1.53226 0.22
H -0.38812 -2.38330 -2.11356 0.25
C -1.18975 -0.46807 1.87308 -0.61
C -1.77976 0.82472 2.47083 -0.61
H -1.90996 -1.09720 1.35320 0.21
H -0.38625 -0.20498 1.17717 0.17
H -0.69863 -1.07846 2.63121 0.22
H -1.02873 1.60509 2.53345 0.20
H -2.12101 0.60708 3.48277 0.22
H -2.65724 1.11833 1.89905 0.21
```

The following is a DFT calculation (ωB97M-V with the def2-TZVPD basis set) of a gas-phase ion, C4H14N3 (charge +1).

Its structure (SMILES) is NCC[C@H]([NH3+])CN. The spin multiplicity is 1. As for the total charge: +1. The LUMO energy is -2.84 eV. As for the frontier orbital gap: 10.9036 eV. The energy is -324.8318 Ha.

XYZ file:
```
21
Properties=species:S:1:pos:R:3:nbo_charge:R:1
N -0.19157 2.28169 1.21674 -0.88
C 1.03395 1.68707 0.70558 -0.22
C 0.90762 0.84017 -0.58656 -0.43
C -0.25145 -0.15650 -0.44597 -0.04
N -0.47033 -0.63509 0.98068 -0.73
C -0.03266 -1.48711 -1.20865 -0.25
N -1.14704 -2.39660 -0.83449 -0.87
H 0.13632 2.64465 2.10620 0.38
H -0.63324 3.06493 0.77089 0.39
H 1.42379 1.05171 1.50293 0.17
H 1.86205 2.35967 0.46764 0.21
H 1.79142 0.26750 -0.83733 0.23
H 0.56343 1.53277 -1.35054 0.24
H -1.22705 0.22701 -0.74393 0.22
H -1.10316 -1.46930 0.84180 0.47
H -0.98002 0.10955 1.45915 0.46
H 0.38890 -0.85195 1.48188 0.43
H 0.81117 -2.09880 -0.89423 0.21
H -0.05247 -1.22002 -2.26416 0.22
H -1.92718 -2.37594 -1.49338 0.39
H -0.90248 -3.37542 -0.87423 0.39
```

The following is a DFT calculation (ωB97M-V with the def2-TZVPD basis set) of 2 unconnected molecules or ions with the total composition C4H14N3O.

The spin multiplicity is 1. As for the total charge: +1. The LUMO energy is -2.64 eV. As for the frontier orbital gap: 11.1166 eV. The energy is -400.0873 Ha.

XYZ file:
```
22
Properties=species:S:1:pos:R:3:nbo_charge:R:1
C -1.38792 -1.14353 2.13743 -0.43
N -0.17469 -0.60970 1.49283 -0.67
C 0.72078 -1.67168 1.03870 0.08
O 1.70852 -1.21774 0.09692 -0.73
H -1.95820 -1.68948 1.40130 0.21
H -2.05769 -0.30328 2.49882 0.22
H -1.17895 -1.80227 3.02115 0.20
H 0.33032 -0.04714 2.19045 0.37
H 1.20030 -2.17428 1.89801 0.17
H 0.11969 -2.42322 0.51578 0.19
H 2.22415 -0.52654 0.57305 0.48
C -1.64397 2.06008 -0.48590 -0.42
N 1.19003 0.39914 -2.14381 -0.74
C 0.17446 1.20255 -1.84025 0.39
N -0.51206 1.15528 -0.72851 -0.55
H -2.59119 1.47127 -0.39959 0.23
H -1.74313 2.78769 -1.31529 0.22
H -1.47438 2.59576 0.47076 0.23
H 1.48154 -0.36236 -1.51416 0.45
H 1.64996 0.52257 -3.02313 0.42
H -0.07580 1.95873 -2.58515 0.21
H -0.29780 0.43687 0.04918 0.45
```

The following is a DFT calculation (ωB97M-V with the def2-TZVPD basis set) of 2 unconnected molecules or ions with the total composition C4H14N3O.

The spin multiplicity is 1. As for the total charge: +1. The LUMO energy is -3.39 eV. As for the frontier orbital gap: 9.4934 eV. The energy is -400.0157 Ha.

XYZ file:
```
22
Properties=species:S:1:pos:R:3:nbo_charge:R:1
C -0.71093 -0.82294 1.89483 -0.26
C -0.63936 -1.47398 0.47832 -0.47
C -0.03007 -0.61752 -0.65805 0.05
C -0.30385 -0.96693 -1.89684 0.04
N 0.28288 -0.38283 -3.03976 -0.85
N 0.99327 0.28168 -0.18529 -0.73
N -1.27464 0.57210 1.87318 -0.82
H 0.21393 -0.78336 2.50115 0.20
H -1.44841 -1.39354 2.51462 0.23
H -1.65969 -1.84832 0.31625 0.25
H 0.04059 -2.32958 0.58960 0.23
H -1.20430 -1.57471 -2.02902 0.22
H 1.10422 -0.74409 -3.50919 0.40
H -0.43761 -0.47797 -3.74924 0.39
H 1.84955 -0.28685 -0.05218 0.45
H 0.73288 0.62182 0.74903 0.46
H 0.97156 1.23191 -0.60656 0.48
H -0.53767 1.25803 1.84214 0.35
H -1.90264 0.60970 1.08336 0.36
H 1.93857 2.87811 1.16749 0.51
H 0.91668 3.43725 0.00718 0.51
O 1.10505 2.81203 0.70898 -1.00
```